Computed, not measured: a cluster of 2 separate species, C23H31N6O5 in total in a non-equilibrium geometry, with wB97M-V/def2-TZVPD.

```
65
Properties=species:S:1:pos:R:3:forces:R:3:lowdin_charge:R:1
O 0.7699 2.9486 -0.2013 -0.227 0.284 0.588 0.031
O 3.7992 0.1253 -8.5201 0.624 -0.027 0.852 0.060
O -5.2903 -3.3914 2.2488 -0.157 0.087 0.072 0.046
O -3.8767 -2.5230 6.7358 -0.191 0.244 -0.453 0.066
O 0.7329 5.0295 0.6969 0.323 -0.600 -1.112 0.141
C 1.0025 4.1504 -0.2975 0.088 -0.445 -0.161 -0.417
C 2.9035 0.9461 -8.4430 0.937 -1.443 -1.740 -0.518
C -4.4689 -3.9301 2.9714 -0.565 -0.664 -1.616 -0.559
C -3.1542 -3.4376 6.3782 -0.671 1.006 -0.236 -0.470
C -0.1103 0.0920 1.4969 -0.527 -0.654 0.313 -0.484
C 2.7951 6.4663 -2.6976 -0.140 -0.412 0.046 -0.042
C 3.8953 2.3965 -6.6802 -0.205 0.055 0.106 0.010
C 1.4926 2.1456 -6.7639 0.371 0.228 0.249 -0.011
C 2.1513 5.9785 -1.5577 0.070 0.046 -0.123 -0.005
C 3.7687 3.2418 -5.5733 -0.253 -0.360 -0.431 -0.007
C 1.3708 2.9655 -5.6358 0.337 -0.247 -0.303 -0.015
C 2.9214 5.6600 -3.8303 -0.147 0.096 0.482 0.004
C 1.7382 3.8845 -2.6924 0.056 0.155 0.212 0.056
C 2.7591 1.8424 -7.2910 -0.691 1.032 1.057 -0.147
C 1.6272 4.6717 -1.5280 0.449 1.211 -0.586 -0.126
C 2.5072 3.5218 -5.0317 -0.043 -0.649 -0.781 -0.199
C 2.3829 4.3676 -3.8415 -0.198 0.400 0.936 -0.174
N 2.0537 0.9940 -9.5115 -0.870 1.140 0.410 0.159
N -0.8694 1.0472 1.0530 -1.349 1.292 -0.552 0.217
N -2.6081 -4.2440 7.2918 0.875 -1.032 0.440 0.035
N -0.6515 -0.9234 2.1427 -0.165 -0.996 0.650 0.102
N -3.9936 -3.2874 4.0405 1.153 0.248 1.922 0.116
N 1.1668 0.1955 1.2621 1.619 -0.369 -0.012 0.241
C -3.9745 -5.3265 2.6410 -0.187 0.216 0.212 0.009
C -1.7046 -5.3764 7.0758 -0.369 0.228 -0.157 -0.057
C 0.0239 -2.1355 2.6402 -0.011 -0.153 -0.121 -0.155
C -1.0026 -3.1604 3.1408 -0.144 0.545 0.363 -0.167
C -1.6374 -2.7419 4.4791 0.212 -0.353 -0.087 -0.130
C -2.8317 -3.6285 4.8854 -0.379 0.065 -0.388 -0.213
H 0.3486 4.5340 1.4321 -0.011 -0.042 0.076 0.132
H 3.2023 7.4738 -2.7036 -0.091 -0.180 0.041 0.114
H 4.8835 2.1632 -7.0714 -0.241 -0.018 0.025 0.126
H 0.5998 1.7221 -7.2167 0.133 0.052 0.043 0.116
H 2.0761 6.6262 -0.6872 -0.050 -0.223 -0.109 0.120
H 4.6613 3.6586 -5.1161 -0.113 -0.034 -0.030 0.120
H 0.3841 3.1819 -5.2374 0.108 0.001 -0.007 0.117
H 3.4255 6.0450 -4.7129 -0.088 -0.098 0.091 0.127
H 1.3416 2.8732 -2.7073 0.028 0.139 0.078 0.128
H 1.4811 1.8229 -9.6261 0.099 -0.370 -0.254 0.104
H 2.3607 0.4768 -10.3302 -0.179 0.244 0.376 0.119
H -1.8659 1.0170 1.1696 -0.044 0.048 -0.078 0.139
H -0.4424 1.7875 0.5069 -0.120 0.298 -0.022 0.077
H -2.8825 -4.0371 8.2415 -0.012 0.088 -0.130 0.151
H -1.6502 -0.8895 2.2658 -0.067 -0.056 0.006 0.153
H -4.4991 -2.4447 4.2837 0.127 0.014 0.108 0.154
H 1.7945 -0.5193 1.5785 0.241 0.069 -0.077 0.126
H 1.5016 0.9908 0.7376 0.169 -0.064 0.010 0.118
H -4.1766 -5.9880 3.4814 0.168 -0.156 0.049 0.087
H -4.5161 -5.6907 1.7684 0.060 0.165 0.119 0.092
H -2.9113 -5.3122 2.4223 0.192 -0.179 0.042 0.065
H -1.3528 -5.7536 8.0386 -0.104 0.156 -0.171 0.094
H -2.2297 -6.1838 6.5612 0.154 -0.084 0.020 0.087
H -0.8378 -5.0694 6.4881 0.038 -0.099 0.039 0.078
H 0.7111 -1.8820 3.4504 0.036 0.094 -0.012 0.129
H 0.5924 -2.5904 1.8259 0.047 0.108 -0.040 0.127
H -0.5085 -4.1239 3.2746 0.044 0.026 -0.157 0.126
H -1.7711 -3.2724 2.3762 -0.062 -0.117 -0.091 0.110
H -1.9736 -1.7049 4.4255 -0.101 0.023 0.204 0.121
H -0.8679 -2.8023 5.2506 0.068 0.123 0.102 0.123
H -2.5671 -4.6741 4.7465 -0.052 -0.103 -0.302 0.125
```
Forces are in eV/Å.

Computed properties:
- HOMO-LUMO gap: 8.5 eV
- DFT total energy: -43529.8240 eV
- Net charge: +1
- LUMO level: -2.55 eV